[1]
# C8H5ClN2OS2

The molecule C8H5ClN2OS2 (ωB97M-V/def2-TZVPD, OMol25).

Output
calculated total energy	-1749.0952	a.u.
HOMO-LUMO gap	8.71	eV
highest occupied orbital energy	-9.870	eV
strongest force on any atom	4.73	eV/A

CARTESIAN COORDINATES (ANGSTROEM)
N  2.500  2.585  3.724
N  1.541  -2.844  -1.032
O  -2.812  -0.534  1.033
Cl  3.672  -0.300  1.417
C  2.010  1.796  3.037
C  1.349  -1.901  -0.329
S  -0.341  1.014  1.829
C  1.353  0.898  2.121
C  1.952  -0.105  1.391
C  0.980  -0.846  0.562
C  -0.302  -0.359  0.720
S  -1.837  -1.026  0.033
C  -0.865  0.183  -2.328
C  -2.098  0.078  -1.392
H  -1.148  0.820  -3.187
H  0.002  0.537  -1.783
H  -0.649  -0.785  -2.762
H  -2.913  -0.297  -1.990
H  -2.393  1.086  -1.063

Here are the Mulliken charges for atoms 1 to 8, given in e:
1 N -0.4017
2 N -0.4688
3 O -0.6348
4 Cl -0.1688
5 C -0.0178
6 C -0.1626
7 S -0.0894
8 C 0.5414

***

[2]
# C8H5FN4

The molecule C8H5FN4 (ωB97M-V/def2-TZVPD, OMol25).

Output
SMILES	Fc1ccc(-c2nncnn2)cc1
calculated total energy	-626.6800	a.u.
HOMO-LUMO gap	8.59	eV
energy relative to the best compared isomer or geometry (same formula, charge and spin)	0.00	kJ/mol
highest occupied orbital energy	-9.444	eV
strongest force on any atom	0.70	eV/A

CARTESIAN COORDINATES (ANGSTROEM)
F  2.839  2.448  -2.217
C  1.960  1.697  -1.524
C  1.975  0.323  -1.721
C  1.063  -0.458  -1.013
C  0.164  0.137  -0.129
C  -0.800  -0.692  0.622
N  -1.642  -0.065  1.461
N  -2.493  -0.807  2.129
C  -2.459  -2.115  1.913
N  -1.627  -2.748  1.083
N  -0.772  -2.015  0.413
C  0.175  1.532  0.047
C  1.087  2.318  -0.657
H  2.695  -0.133  -2.392
H  1.040  -1.522  -1.155
H  -3.153  -2.742  2.467
H  -0.514  1.982  0.749
H  1.131  3.383  -0.543

Here are the Mulliken charges for atoms 1 to 8, given in e:
1 F -0.3144
2 C 0.4198
3 C -0.6051
4 C -0.3191
5 C 0.5137
6 C 0.0745
7 N -0.0401
8 N -0.5644

***

[3]
# C8H5N3OS

The molecule C8H5N3OS (ωB97M-V/def2-TZVPD, OMol25).

Output
calculated total energy	-945.3425	a.u.
HOMO-LUMO gap (alpha / beta)	7.12 / 7.04	eV
energy relative to the best compared isomer or geometry (same formula, charge and spin)	623.11	kJ/mol
highest occupied orbital energy (alpha / beta)	-9.007 / -9.081	eV
strongest force on any atom	2.49	eV/A

CARTESIAN COORDINATES (ANGSTROEM)
C  -3.214  -0.052  0.104
C  -2.550  1.116  0.223
C  -2.276  -1.154  -0.054
C  0.305  -1.138  -0.186
C  -1.019  -0.647  -0.032
C  1.325  -0.267  -0.176
C  -1.125  0.813  0.141
C  1.172  1.207  0.032
N  -0.155  1.633  0.177
N  2.113  2.010  0.077
N  3.739  0.384  -0.802
O  3.375  -1.293  1.131
S  3.052  -0.914  -0.244
H  -4.282  -0.178  0.097
H  -2.941  2.104  0.361
H  -2.562  -2.183  -0.181
H  0.482  -2.195  -0.320
H  4.560  0.754  -0.348

Here are the Mulliken charges for atoms 1 to 8, given in e:
1 C -0.1901
2 C -1.0043
3 C -0.8969
4 C -0.6074
5 C 0.6652
6 C 0.3492
7 C 0.6654
8 C 0.5786

***

[4]
# C8H5N5

The molecule C8H5N5 (ωB97M-V/def2-TZVPD, OMol25).

Output
calculated total energy	-581.3872	a.u.
HOMO-LUMO gap	8.40	eV
energy relative to the best compared isomer or geometry (same formula, charge and spin)	393.96	kJ/mol
highest occupied orbital energy	-9.234	eV
strongest force on any atom	3.94	eV/A

CARTESIAN COORDINATES (ANGSTROEM)
C  -0.112  -1.228  -1.784
C  0.417  0.987  -2.984
C  -1.273  2.688  -2.547
C  0.036  2.969  -0.126
C  -0.293  -0.181  0.316
C  0.801  0.765  -0.200
C  -0.872  -1.098  -0.803
C  -0.146  1.960  -2.228
N  0.769  -1.269  -2.639
N  1.058  -0.038  -3.192
N  -2.329  3.067  -2.790
N  -0.067  3.692  0.733
N  0.288  1.924  -0.875
H  -0.145  -0.869  1.181
H  -1.166  0.448  0.649
H  1.363  1.169  0.696
H  1.548  0.032  -0.736
H  -1.860  -1.407  -0.666

Here are the Mulliken charges for atoms 1 to 8, given in e:
1 C 0.5539
2 C 0.2725
3 C -0.0813
4 C 0.4631
5 C -0.1916
6 C -1.2000
7 C -0.8126
8 C 0.5630

***

[5]
# C8H5N5O

The molecule C8H5N5O (ωB97M-V/def2-TZVPD, OMol25).

Output
calculated total energy	-656.7097	a.u.
HOMO-LUMO gap	7.12	eV
energy relative to the best compared isomer or geometry (same formula, charge and spin)	396.45	kJ/mol
highest occupied orbital energy	-8.103	eV
strongest force on any atom	9.05	eV/A

CARTESIAN COORDINATES (ANGSTROEM)
N  -4.745  0.292  0.991
O  1.026  1.451  -2.693
N  -2.373  -0.548  0.967
N  -1.025  0.934  -2.116
N  -3.597  -0.109  0.953
C  -1.890  0.466  -1.229
C  1.831  -0.891  1.550
C  2.716  -0.311  0.630
C  0.458  -0.833  1.318
C  -1.489  -0.134  -0.026
C  2.213  0.322  -0.513
C  -0.086  -0.229  0.165
C  0.802  0.370  -0.729
N  0.278  0.941  -1.836
H  -2.941  0.536  -1.460
H  2.279  -1.361  2.424
H  3.800  -0.423  0.780
H  -0.168  -1.246  2.072
H  2.910  0.771  -1.250

Here are the Mulliken charges for atoms 1 to 8, given in e:
1 N -0.5020
2 O -0.7277
3 N -0.3146
4 N -1.0510
5 N 0.4902
6 C -0.3234
7 C -0.5888
8 C -0.3436

***

[6]
# C8H5NS2

The molecule C8H5NS2 (ωB97M-V/def2-TZVPD, OMol25).

Output
SMILES	S=C1NC(=S)c2ccccc21
calculated total energy	-1158.9571	a.u.
HOMO-LUMO gap	7.25	eV
energy relative to the best compared isomer or geometry (same formula, charge and spin)	0.00	kJ/mol
highest occupied orbital energy	-8.937	eV
strongest force on any atom	4.12	eV/A

CARTESIAN COORDINATES (ANGSTROEM)
S  2.414  -0.485  -1.385
C  1.283  -0.888  -0.297
N  1.351  -2.057  0.439
C  0.099  -2.261  1.113
S  -0.228  -3.725  1.947
C  -0.735  -1.123  0.692
C  -2.161  -0.971  0.822
C  -2.706  0.230  0.463
C  -1.968  1.161  -0.153
C  -0.544  1.022  -0.341
C  0.037  -0.224  -0.013
H  2.038  -2.824  0.157
H  -2.814  -1.811  1.195
H  -3.765  0.456  0.638
H  -2.556  1.949  -0.431
H  0.019  1.887  -0.735

Here are the Mulliken charges for atoms 1 to 8, given in e:
1 S -0.3300
2 C -0.0954
3 N -0.0617
4 C -0.3752
5 S -0.2639
6 C 0.6624
7 C -0.3812
8 C -0.4050

***

[7]
# C8H5O3S

A cluster of 2 separate species, C8H5O3S in total (ωB97M-V/def2-TZVPD, OMol25).

Output
calculated total energy	-931.6615	a.u.
HOMO-LUMO gap (alpha / beta)	6.36 / 6.36	eV
energy relative to the best compared isomer or geometry (same formula, charge and spin)	358.68	kJ/mol
highest occupied orbital energy (alpha / beta)	-2.931 / -2.929	eV
strongest force on any atom	3.38	eV/A
net charge	-1

CARTESIAN COORDINATES (ANGSTROEM)
C  2.352  -0.345  -0.118
C  1.720  -0.562  1.140
C  1.700  0.217  -1.138
C  0.356  -0.397  1.218
C  0.351  0.391  -1.081
C  -0.286  0.331  0.196
C  -1.701  0.530  0.231
C  -2.579  1.500  -0.164
O  -3.194  2.184  -0.905
O  -2.469  1.354  1.178
O  -1.202  -2.417  -0.366
S  -2.559  -1.900  0.029
H  3.421  -0.363  -0.141
H  2.356  -1.085  1.772
H  2.082  0.365  -2.102
H  -0.173  -0.425  2.198
H  -0.175  0.623  -1.947

Here are the Mulliken charges for atoms 1 to 8, given in e:
1 C -0.3703
2 C -0.5670
3 C -0.4610
4 C -0.3629
5 C -0.4164
6 C 0.4649
7 C -0.2865
8 C 0.7235

***

[8]
# C8H6AuBN2O5

A structure of composition C8H6AuBN2O5 (ωB97M-V/def2-TZVPD, OMol25).

Output
calculated total energy	-954.6624	a.u.
HOMO-LUMO gap	7.64	eV
highest occupied orbital energy	-9.671	eV
strongest force on any atom	0.38	eV/A

CARTESIAN COORDINATES (ANGSTROEM)
Au  0.754  0.517  0.436
O  -3.499  -2.841  -1.965
C  -2.539  -2.060  -1.468
C  -1.903  -1.068  -2.231
C  -0.927  -0.320  -1.625
N  -0.625  -0.560  -0.357
C  -1.197  -1.487  0.407
C  -2.182  -2.275  -0.127
C  -0.624  -1.509  1.822
O  -1.026  -2.278  2.643
O  0.328  -0.600  2.038
C  -0.093  0.807  -2.227
O  -0.243  1.152  -3.361
O  0.776  1.354  -1.377
H  -3.684  -2.630  -2.889
H  -2.152  -0.875  -3.267
H  -2.666  -3.037  0.468
B  3.943  3.279  2.411
C  2.878  2.361  1.754
N  2.088  1.674  1.263
H  3.362  4.241  2.851
H  4.487  2.611  3.261
H  4.742  3.545  1.541

Here are the Mulliken charges for atoms 1 to 8, given in e:
1 Au 1.1526
2 O -0.4852
3 C 1.0586
4 C -0.3648
5 C 0.2047
6 N -0.3023
7 C 0.4004
8 C -0.4812

***

[9]
# C8H6AuF3N2O7S

A structure of composition C8H6AuF3N2O7S (ωB97M-V/def2-TZVPD, OMol25).

Output
calculated total energy	-1778.2541	a.u.
HOMO-LUMO gap	5.99	eV
energy relative to the best compared isomer or geometry (same formula, charge and spin)	34.10	kJ/mol
highest occupied orbital energy	-1.175	eV
strongest force on any atom	1.54	eV/A
net charge	-2

CARTESIAN COORDINATES (ANGSTROEM)
Au  -1.106  -2.515  0.606
O  1.989  -2.221  -1.373
S  1.254  -3.330  -0.736
O  1.784  -4.626  -1.165
O  1.280  -3.203  0.751
O  -0.228  -3.244  -1.152
N  2.871  2.595  -2.510
C  1.504  2.614  -2.374
O  0.837  3.428  -2.993
C  0.936  1.631  -1.416
C  1.697  0.770  -0.640
C  1.064  -0.110  0.227
N  -0.255  -0.135  0.388
C  -0.994  0.689  -0.367
C  -0.453  1.574  -1.274
H  3.239  3.119  -3.284
H  3.362  1.766  -2.224
H  2.778  0.742  -0.672
H  1.614  -0.823  0.824
H  -2.065  0.639  -0.202
H  -1.070  2.246  -1.853
F  -3.145  1.401  3.372
C  -2.794  0.107  3.548
F  -3.608  -0.362  4.537
F  -1.552  0.120  4.062
C  -2.943  -0.757  2.226
O  -3.745  -0.314  1.416
O  -2.252  -1.801  2.278

Here are the Mulliken charges for atoms 1 to 8, given in e:
1 Au 0.6284
2 O -0.6655
3 S 1.2626
4 O -0.7330
5 O -0.7710
6 O -0.7695
7 N -0.3820
8 C 0.2472

***

[10]
# C8H6BrNO3

A structure of composition C8H6BrNO3 (ωB97M-V/def2-TZVPD, OMol25).

Output
calculated total energy	-3162.7721	a.u.
HOMO-LUMO gap	8.53	eV
energy relative to the best compared isomer or geometry (same formula, charge and spin)	161.39	kJ/mol
highest occupied orbital energy	-9.285	eV
strongest force on any atom	2.97	eV/A

CARTESIAN COORDINATES (ANGSTROEM)
C  0.614  -1.703  0.450
C  -0.589  -1.720  -0.242
C  1.248  -0.501  0.790
C  -1.295  -0.551  -0.501
C  0.628  0.713  0.466
C  -0.728  0.672  -0.127
C  -0.672  3.289  -0.285
C  -1.368  1.974  -0.381
N  -2.380  1.982  1.193
O  0.231  3.487  0.495
O  -1.861  2.537  2.086
O  -3.413  1.439  1.139
Br  -2.732  2.021  -1.699
H  1.023  -2.744  0.752
H  -1.105  -2.623  -0.258
H  2.324  -0.555  1.029
H  -2.197  -0.757  -1.136
H  1.046  1.677  0.707
H  -0.964  4.108  -0.962

Here are the Mulliken charges for atoms 1 to 8, given in e:
1 C -0.1668
2 C -0.6946
3 C -0.6321
4 C -0.3419
5 C -0.5347
6 C 0.4130
7 C -0.0553
8 C 0.5856

***

[11]
# C8H6F3N2

A cluster of 2 separate species, C8H6F3N2 in total (ωB97M-V/def2-TZVPD, OMol25).

Output
calculated total energy	-717.0618	a.u.
HOMO-LUMO gap (alpha / beta)	10.45 / 3.44	eV
energy relative to the best compared isomer or geometry (same formula, charge and spin)	260.95	kJ/mol
highest occupied orbital energy (alpha / beta)	-14.467 / -11.499	eV
strongest force on any atom	4.86	eV/A
net charge	+1

CARTESIAN COORDINATES (ANGSTROEM)
C  -3.214  -0.987  -2.411
C  0.880  0.976  1.158
C  1.195  -0.410  1.246
C  -0.311  1.352  0.499
C  0.352  -1.319  0.634
C  -1.060  0.447  -0.230
C  -0.725  -0.928  -0.132
C  -6.080  0.115  0.380
N  -2.304  -1.295  -1.792
N  -1.370  -1.815  -0.989
F  -5.689  -1.102  0.516
F  -5.720  0.911  1.334
F  -5.859  0.584  -0.780
H  1.459  1.760  1.746
H  2.099  -0.711  1.701
H  -0.620  2.323  0.548
H  0.787  -2.304  0.592
H  -1.923  0.417  -0.774
H  -1.119  -2.801  -0.982

Here are the Mulliken charges for atoms 1 to 8, given in e:
1 C -0.1388
2 C -0.3732
3 C -0.4361
4 C -0.6133
5 C -0.4451
6 C -0.4601
7 C 0.8744
8 C 0.4681

***

[12]
# C8H6F3NO2

A cluster of 2 separate species, C8H6F3NO2 in total (ωB97M-V/def2-TZVPD, OMol25).

Output
SMILES	C/C=C/C#[N+][O-].O=CC#CC(F)(F)F
calculated total energy	-812.9622	a.u.
HOMO-LUMO gap	7.82	eV
energy relative to the best compared isomer or geometry (same formula, charge and spin)	775.62	kJ/mol
highest occupied orbital energy	-9.241	eV
strongest force on any atom	8.74	eV/A

CARTESIAN COORDINATES (ANGSTROEM)
C  -2.124  -1.179  -2.964
C  -1.779  0.031  -2.137
C  -0.725  0.103  -1.345
C  -0.261  1.084  -0.449
N  -0.251  2.003  0.242
O  -0.273  2.749  1.139
H  -2.373  -0.812  -4.055
H  -3.115  -1.503  -2.605
H  -1.404  -1.946  -2.985
H  -2.255  0.878  -2.358
H  -0.271  -0.847  -1.074
O  1.801  -1.545  4.228
C  1.034  -0.414  4.018
C  0.934  -0.203  2.590
C  1.026  0.359  1.514
C  2.103  0.373  0.549
F  3.196  -0.225  1.149
F  1.797  -0.448  -0.449
F  2.574  1.583  0.143
H  0.365  -0.042  4.851

Here are the Mulliken charges for atoms 1 to 8, given in e:
1 C -1.0931
2 C -0.1927
3 C -0.7648
4 C 0.4972
5 N 0.6242
6 O -0.6724
7 H 0.2684
8 H 0.3014